ORCA calculation (ωB97M-V/def2-TZVPD) on a 2-piece molecular cluster, C20H36F6NO5P2 overall in a non-equilibrium geometry.

```
70
Properties=species:S:1:pos:R:3:mulliken_charge:R:1
C 2.416 -4.096 2.720 -1.170
C 0.962 -3.595 2.626 -0.708
C 0.613 -2.881 1.301 1.112
C -0.491 -3.590 0.510 -0.929
C -0.534 -3.239 -0.976 -1.459
C -0.847 -1.759 -1.256 1.582
C 0.150 -1.039 -2.164 -1.786
C 1.416 -0.591 -1.420 0.721
C 2.211 0.611 -1.994 -0.509
C 1.594 1.348 -3.187 -0.809
C 0.527 2.409 -2.837 -1.132
C -0.135 2.226 -1.488 0.674
O -1.139 3.259 -1.337 -0.556
P -2.431 3.075 -0.465 0.860
O -3.009 4.320 0.053 -0.799
O -3.350 2.201 -1.433 -0.292
C -4.605 1.695 -0.954 -0.563
C -4.764 0.222 -1.338 -0.419
C -4.695 -0.771 -0.182 -0.687
O -3.382 -0.962 0.317 -0.375
O -2.096 1.952 0.618 -0.017
C -1.025 2.070 1.497 -0.048
C -0.198 0.950 1.617 0.753
C 0.930 1.058 2.427 -0.765
C 1.153 2.280 3.095 -0.308
N 0.315 3.313 3.021 -0.650
C -0.761 3.232 2.237 -0.434
H 3.011 -3.750 1.876 0.378
H 2.470 -5.185 2.745 0.291
H 2.909 -3.729 3.621 0.294
H 0.289 -4.450 2.738 0.416
H 0.766 -2.917 3.457 0.421
H 0.307 -1.857 1.523 -0.774
H 1.506 -2.846 0.668 0.151
H -0.313 -4.667 0.592 0.521
H -1.468 -3.369 0.954 0.281
H -1.330 -3.844 -1.419 0.308
H 0.418 -3.522 -1.435 0.521
H -1.839 -1.678 -1.717 0.918
H -0.906 -1.215 -0.305 -1.456
H 0.448 -1.746 -2.945 0.354
H -0.367 -0.197 -2.623 0.661
H 1.178 -0.388 -0.371 -0.673
H 2.088 -1.455 -1.402 0.653
H 3.208 0.268 -2.280 0.551
H 2.395 1.334 -1.195 0.017
H 2.405 1.872 -3.699 0.467
H 1.197 0.643 -3.922 0.380
H -0.234 2.454 -3.619 0.188
H 1.010 3.390 -2.814 0.362
H 0.589 2.374 -0.684 0.307
H -0.607 1.251 -1.369 -0.123
H -5.391 2.301 -1.408 0.421
H -4.688 1.830 0.127 0.319
H -5.716 0.078 -1.857 0.407
H -3.955 -0.024 -2.032 0.213
H -5.287 -0.430 0.669 0.423
H -5.113 -1.727 -0.519 0.302
H -2.876 -1.446 -0.343 0.202
H -0.442 0.046 1.072 -0.195
H 1.641 0.250 2.525 0.465
H 2.042 2.409 3.700 0.409
H -1.412 4.095 2.163 0.490
F 4.744 2.874 2.421 -0.353
P 4.760 1.743 1.216 0.996
F 6.019 1.075 2.048 -0.356
F 3.363 1.700 0.307 -0.354
F 3.800 0.855 2.251 -0.362
F 5.407 0.850 -0.017 -0.354
F 5.151 3.052 0.297 -0.372
```

* ΔE to the lowest compared entry with this formula, charge and spin: 0.0000 eV
* total energy: -67943.7309 eV
* E_HOMO: -6.8 eV
* LUMO energy: 0.0847 hartree
* orbital gap: 9.08 eV
* total charge: -1

=====

ORCA calculation (ωB97M-V/def2-TZVPD) on a 7-piece molecular cluster, C20H36F7NO15S overall in a non-equilibrium geometry.

```
80
Properties=species:S:1:pos:R:3:mulliken_charge:R:1
O 1.293 -1.200 -3.377 -0.449
C 1.495 -2.264 -2.908 0.443
O 2.635 -3.013 -3.169 -0.349
C 2.734 -3.880 -2.101 0.132
O 3.203 -4.969 -2.194 -0.467
C 1.779 -3.494 -1.022 -0.111
C 1.727 -3.890 0.414 1.081
F 2.048 -2.688 1.046 -0.339
F 0.511 -4.182 0.859 -0.277
C 2.826 -4.854 0.958 0.531
F 3.948 -4.777 0.257 -0.283
F 3.135 -4.482 2.208 -0.289
C 2.304 -6.327 1.041 0.681
F 1.679 -6.502 2.212 -0.260
F 1.467 -6.603 0.044 -0.244
F 3.334 -7.171 0.998 -0.260
C 0.856 -2.775 -1.654 0.636
N -0.428 -2.403 -1.227 -0.506
C -1.273 -3.211 -1.644 0.663
S -2.276 -4.230 -2.210 -0.367
O 2.235 0.280 0.129 -0.521
C 1.477 0.937 1.145 -0.513
C 2.404 1.448 2.225 -0.257
O 3.364 2.335 1.665 -0.460
H 2.566 -0.544 0.500 0.288
H 0.969 1.768 0.660 0.307
H 0.730 0.253 1.559 0.318
H 1.850 1.989 2.993 0.307
H 2.933 0.609 2.695 0.234
H 3.593 1.977 0.799 0.297
O -6.536 -0.773 -3.933 -0.482
C -6.104 -2.125 -4.078 -0.591
C -4.597 -2.193 -3.962 -0.142
O -4.168 -1.667 -2.715 -0.454
H -6.254 -0.296 -4.718 0.275
H -6.572 -2.686 -3.270 0.283
H -6.444 -2.530 -5.036 0.320
H -4.249 -3.223 -4.035 0.267
H -4.134 -1.607 -4.768 0.211
H -4.749 -0.916 -2.533 0.275
O -0.443 -6.784 4.918 -0.557
C -0.536 -8.027 4.218 -0.246
C 0.102 -9.131 5.034 -0.294
O -0.523 -9.238 6.303 -0.516
H 0.479 -6.513 4.915 0.338
H -1.598 -8.225 4.083 0.288
H -0.063 -7.938 3.238 0.092
H 0.005 -10.093 4.530 0.334
H 1.168 -8.915 5.186 0.239
H -0.725 -8.337 6.579 0.339
O -4.554 1.696 -3.082 -0.411
C -5.112 2.830 -2.407 -0.497
C -5.657 3.821 -3.412 -0.293
O -6.647 3.211 -4.226 -0.504
H -3.747 1.983 -3.519 0.260
H -5.916 2.448 -1.780 0.270
H -4.352 3.294 -1.772 0.312
H -6.116 4.672 -2.910 0.321
H -4.845 4.185 -4.056 0.249
H -6.346 2.309 -4.377 0.322
O 3.084 5.126 1.627 -0.460
C 2.335 5.770 2.654 -0.438
C 3.263 6.222 3.760 -0.260
O 4.254 7.094 3.236 -0.545
H 3.396 4.272 1.970 0.323
H 1.857 6.632 2.191 0.204
H 1.562 5.092 3.035 0.296
H 2.717 6.757 4.538 0.317
H 3.764 5.354 4.210 0.242
H 4.474 6.739 2.367 0.330
O 2.265 8.331 0.454 -0.399
C 1.687 8.731 -0.788 -0.480
C 2.623 8.376 -1.923 -0.331
O 2.894 6.983 -1.929 -0.516
H 3.009 8.910 0.641 0.265
H 0.754 8.178 -0.886 0.269
H 1.467 9.803 -0.774 0.291
H 2.183 8.637 -2.885 0.333
H 3.572 8.919 -1.808 0.245
H 2.957 6.708 -1.005 0.339
```

* total energy: -83379.7274 eV
* E_HOMO: -9.8 eV
* SMILES string: O=C1OC(=O)C(C(F)(F)C(F)(F)C(F)(F)F)=C1N=C=S.OCCO.OCCO.OCCO.OCCO.OCCO.OCCO
* LUMO energy: -0.0522 hartree
* orbital gap: 8.39 eV
* total charge: 0

=====

ORCA calculation (ωB97M-V/def2-TZVPD) on C20H36NO2P3ReS as an isolated structure in a non-equilibrium geometry.

```
64
Properties=species:S:1:pos:R:3:lowdin_spin:R:1
P 3.137 -1.883 0.234 0.592
C 3.484 -1.818 2.038 0.092
H 4.356 -2.434 2.280 0.013
H 2.603 -2.211 2.558 0.009
H 3.644 -0.783 2.357 0.003
C 4.319 -3.188 -0.298 0.090
H 4.802 -2.876 -1.229 0.002
H 3.729 -4.092 -0.488 0.005
H 5.061 -3.388 0.481 0.016
C 4.076 -0.392 -0.316 0.089
H 5.051 -0.688 -0.724 0.014
H 4.207 0.303 0.524 0.004
H 3.497 0.118 -1.098 0.007
P -1.235 3.938 -0.702 0.005
C -1.233 4.258 1.087 0.002
H -1.454 5.313 1.289 0.000
H -0.246 3.999 1.493 0.000
H -1.990 3.619 1.562 0.000
C -0.156 5.177 -1.496 0.000
H -0.146 4.998 -2.583 0.000
H 0.867 5.051 -1.109 0.000
H -0.509 6.197 -1.290 0.000
C -2.916 4.292 -1.317 0.000
H -3.146 5.363 -1.235 0.000
H -3.638 3.706 -0.729 0.000
H -2.981 3.979 -2.371 0.000
P -1.559 -3.174 0.635 0.539
C -2.337 -3.422 2.277 0.087
H -3.116 -4.189 2.216 0.018
H -2.764 -2.476 2.627 0.002
H -1.559 -3.726 2.985 0.001
C -3.089 -2.872 -0.349 0.075
H -3.908 -3.512 0.005 0.018
H -2.891 -3.077 -1.410 -0.001
H -3.379 -1.819 -0.245 0.001
C -1.274 -4.924 0.156 0.083
H -2.154 -5.544 0.363 0.020
H -0.412 -5.298 0.719 0.000
H -1.034 -4.956 -0.913 0.000
Re -0.392 1.126 -1.636 0.149
C 0.958 1.692 -0.245 0.008
O 1.731 2.004 0.564 0.004
C -1.819 0.871 -0.234 0.009
O -2.640 0.716 0.572 0.001
C -1.647 0.769 -3.261 0.015
C -1.114 -0.441 -2.772 0.006
C 0.271 -0.579 -2.582 0.019
C 1.129 0.490 -2.908 0.009
C 0.597 1.703 -3.383 0.009
C -0.790 1.849 -3.542 -0.002
H -2.715 0.884 -3.369 0.001
H -1.768 -1.265 -2.517 0.001
H 0.678 -1.502 -2.196 0.003
H 2.190 0.376 -2.763 0.001
H 1.255 2.534 -3.592 0.000
H -1.202 2.788 -3.892 0.000
S -0.683 -1.215 4.606 0.075
C 0.930 -0.594 4.519 0.297
C 1.031 0.306 3.468 0.308
N -0.125 0.468 2.729 0.011
C -1.114 -0.259 3.207 0.264
H 1.723 -0.872 5.201 0.007
H 1.934 0.857 3.223 0.008
H -2.128 -0.276 2.818 0.010
```

* ΔE to the lowest compared entry with this formula, charge and spin: 0.3712 eV
* total energy: -67695.2377 eV
* E_HOMO (alpha / beta): -19.5 / -18.8 eV
* <S²>: 3.77
* LUMO energy (alpha / beta): -0.4493 / -0.5876 hartree
* orbital gap (alpha / beta): 7.26 / 2.85 eV
* multiplicity: 4
* total charge: +4

=====

ORCA calculation (ωB97M-V/def2-TZVPD) on C20H37AlF3O11P2 as an isolated structure in a non-equilibrium geometry.

```
74
Properties=species:S:1:pos:R:3:mulliken_charge:R:1
C -3.357 -3.773 0.239 -0.806
C -2.469 -3.171 -0.816 0.891
O -1.533 -3.773 -1.256 -0.563
O -2.793 -1.927 -1.184 -0.440
C -1.729 -0.978 -0.800 0.621
C -2.202 0.447 -0.767 -0.920
Al -0.815 1.389 0.380 0.114
C -0.681 3.400 0.109 -0.996
C 0.467 3.987 0.963 -0.841
C 1.854 3.793 0.386 0.947
F 2.593 2.915 1.086 -0.304
F 1.888 3.379 -0.883 -0.252
F 2.564 4.953 0.405 -0.343
C -1.065 0.871 2.321 -0.156
O -2.465 0.967 2.798 -0.460
C -2.820 -0.120 3.546 -0.086
C -3.887 -0.897 3.097 -0.225
C -4.227 -2.066 3.776 -0.553
C -3.471 -2.458 4.874 -0.325
C -2.429 -1.670 5.342 -0.425
C -2.107 -0.486 4.690 -0.108
H -3.688 -4.757 -0.067 0.368
H -4.211 -3.127 0.408 0.365
H -2.777 -3.836 1.155 0.037
H -1.384 -1.272 0.196 -0.776
H -0.874 -1.083 -1.462 0.260
H -2.227 0.842 -1.781 0.429
H -3.195 0.457 -0.318 0.322
H 0.618 0.746 -0.062 -0.366
H -1.582 3.926 0.423 0.466
H -0.528 3.650 -0.940 0.520
H 0.324 5.042 1.175 0.340
H 0.477 3.465 1.918 0.272
H -0.768 -0.179 2.387 -0.228
H -0.434 1.400 3.041 0.369
H -4.403 -0.560 2.212 0.391
H -5.031 -2.674 3.392 0.393
H -3.689 -3.392 5.371 0.347
H -1.841 -1.995 6.185 0.404
H -1.286 0.145 4.992 0.376
C 0.074 -6.295 1.633 -0.503
O 1.120 -5.397 2.024 -0.370
P 0.717 -4.012 2.725 1.032
O -0.702 -3.927 3.064 -0.389
O 1.283 -2.889 1.787 -0.498
C 0.644 -2.678 0.516 0.070
O 1.741 -3.893 3.922 -0.358
C 1.661 -4.883 4.946 -0.699
H -0.471 -5.898 0.777 0.201
H 0.546 -7.235 1.355 0.252
H -0.619 -6.467 2.455 0.270
H -0.440 -2.743 0.609 -0.396
H 1.003 -3.416 -0.203 0.305
H 0.910 -1.679 0.181 0.221
H 2.141 -5.804 4.613 0.258
H 0.622 -5.082 5.216 0.275
H 2.187 -4.495 5.814 0.257
C 2.975 2.422 -6.161 -0.582
O 3.717 3.631 -5.932 -0.298
P 2.914 4.973 -5.601 1.080
O 1.477 4.768 -5.425 -0.644
O 3.332 5.983 -6.745 -0.377
C 2.864 5.701 -8.062 -0.678
O 3.705 5.608 -4.402 -0.395
C 3.764 4.854 -3.177 -0.602
H 2.454 2.470 -7.117 0.280
H 3.693 1.607 -6.182 0.238
H 2.256 2.250 -5.363 0.292
H 1.827 5.362 -8.045 0.336
H 3.496 4.942 -8.527 0.254
H 2.928 6.622 -8.636 0.239
H 4.520 4.075 -3.268 0.309
H 2.800 4.408 -2.938 0.286
H 4.043 5.539 -2.383 0.272
```

* total energy: -77196.3503 eV
* E_HOMO: -5.2 eV
* LUMO energy: 0.0867 hartree
* orbital gap: 7.58 eV
* total charge: -1

=====

ORCA calculation (ωB97M-V/def2-TZVPD) on a 7-piece molecular cluster, C20H37BBrCl12NOP overall in a non-equilibrium geometry.

```
74
Properties=species:S:1:pos:R:3:mulliken_charge:R:1
N 0.333 -2.233 1.511 -0.545
B -0.517 -1.004 1.442 0.697
O -1.650 -0.828 0.566 -0.617
P -0.084 0.538 2.562 0.438
Br 0.795 -0.194 4.515 -0.097
C 1.116 1.584 1.530 -0.183
C 1.693 2.880 2.297 -0.629
C 2.995 3.335 1.443 0.223
C 2.647 3.904 0.016 -0.220
C 3.848 4.331 -0.918 -0.468
C 5.297 4.159 -0.378 -0.448
C 5.603 3.607 1.055 -0.403
C 4.443 3.181 1.980 -0.420
H 1.314 -1.873 1.508 0.305
H 0.244 -2.664 0.564 0.270
H -1.312 -0.225 -0.156 0.058
H -1.320 1.246 2.878 -0.130
H 2.026 0.903 1.322 0.387
H 0.654 1.809 0.507 0.124
H 1.939 2.653 3.387 0.451
H 0.927 3.727 2.163 0.322
H 1.563 3.994 -0.342 0.339
H 3.615 4.708 -1.954 0.355
H 6.196 4.439 -1.028 0.315
H 6.694 3.508 1.393 0.319
H 4.576 2.748 3.039 0.276
Cl -5.922 0.669 3.331 -0.165
C -5.388 1.371 1.785 -0.570
C -3.888 1.266 1.597 -0.155
Cl -2.994 2.319 2.729 -0.188
H -5.725 2.409 1.749 0.355
H -5.899 0.820 0.993 0.341
H -3.616 1.583 0.589 0.323
H -3.537 0.242 1.738 0.196
Cl -0.449 -3.119 6.554 -0.198
C -2.132 -3.537 6.140 -0.343
C -2.542 -2.990 4.786 -0.231
Cl -2.670 -1.210 4.791 -0.163
H -2.779 -3.164 6.936 0.359
H -2.195 -4.625 6.136 0.229
H -3.524 -3.375 4.512 0.004
H -1.834 -3.277 4.006 0.387
Cl -1.028 2.882 -3.984 -0.141
C 0.018 4.236 -4.487 -0.556
C 1.467 4.017 -4.098 -0.315
Cl 1.711 4.092 -2.333 -0.201
H -0.382 5.152 -4.047 0.345
H -0.067 4.315 -5.572 0.349
H 2.091 4.798 -4.538 0.403
H 1.835 3.051 -4.449 0.122
Cl -0.325 0.653 -1.861 -0.178
C 0.232 -0.877 -2.596 -0.183
C 1.508 -0.700 -3.394 -0.391
Cl 1.250 0.258 -4.871 -0.140
H -0.577 -1.270 -3.213 0.386
H 0.404 -1.577 -1.775 0.031
H 1.885 -1.674 -3.711 0.272
H 2.286 -0.210 -2.805 0.267
Cl 2.974 -2.344 -6.028 -0.176
C 3.557 -1.658 -7.565 -0.409
C 5.061 -1.769 -7.707 -0.426
Cl 5.924 -0.711 -6.562 -0.181
H 3.224 -0.620 -7.620 0.271
H 3.066 -2.215 -8.366 0.328
H 5.363 -1.462 -8.710 0.302
H 5.405 -2.793 -7.547 0.315
Cl -3.864 -5.855 4.642 -0.186
C -5.546 -6.273 4.228 -0.475
C -5.953 -5.726 2.875 -0.474
Cl -6.078 -3.948 2.881 -0.158
H -6.193 -5.901 5.024 0.296
H -5.609 -7.363 4.222 0.362
H -6.937 -6.112 2.600 0.337
H -5.245 -6.013 2.096 0.304
```

* total energy: -255146.5411 eV
* E_HOMO: -10.8 eV
* LUMO energy: -0.1287 hartree
* orbital gap: 7.33 eV
* total charge: +1

=====

ORCA calculation (ωB97M-V/def2-TZVPD) on a 8-piece molecular cluster, C20H37BN4O30PS8 overall in a non-equilibrium geometry.

```
101
Properties=species:S:1:pos:R:3:mulliken_charge:R:1
C -3.592 4.633 3.627 -0.587
B -3.984 3.087 3.325 0.525
O -4.935 2.344 4.052 -0.674
C -3.181 2.429 2.045 0.172
N -3.837 2.391 0.845 -0.794
N -3.178 1.906 -0.182 0.431
C -1.895 1.414 -0.329 0.043
N -1.396 0.964 -1.636 -0.401
C -1.186 2.053 -2.267 0.496
S -1.195 3.453 -3.064 -0.125
C -1.040 1.367 0.938 -0.459
C -1.760 1.915 2.128 0.740
P -0.734 1.951 3.734 0.339
N -1.711 1.534 5.121 -0.436
O -0.229 3.596 3.865 -0.599
H -2.454 4.677 3.738 0.265
H -3.805 5.186 2.652 0.324
H -4.132 5.058 4.516 0.013
H -4.568 1.970 4.876 0.293
H -3.723 1.890 -1.063 0.326
H 0.021 0.995 0.936 0.385
H -2.064 0.575 5.097 0.134
H -1.234 1.761 5.998 0.244
H -0.271 3.850 4.811 0.323
C 4.020 1.404 4.380 -0.300
C 4.498 -0.020 4.600 -0.334
O 3.698 -0.815 3.720 -0.292
S 3.344 0.049 2.401 0.889
O 4.263 -0.302 1.374 -0.575
O 1.931 0.020 2.213 -0.240
O 3.759 1.500 2.978 -0.304
H 3.085 1.594 4.914 0.169
H 4.764 2.140 4.681 0.351
H 4.377 -0.345 5.631 0.370
H 5.544 -0.136 4.303 0.306
C 1.244 0.952 -5.047 -0.172
C 0.877 -0.525 -5.010 -0.355
O 0.369 -0.814 -6.309 -0.157
S 1.135 0.126 -7.396 1.085
O 2.196 -0.628 -7.980 -0.449
O 0.155 0.810 -8.171 -0.625
O 1.787 1.177 -6.343 -0.377
H 0.356 1.581 -4.937 0.089
H 1.972 1.215 -4.279 0.346
H 0.131 -0.750 -4.248 0.286
H 1.763 -1.146 -4.847 0.295
C -5.419 6.846 7.702 -0.323
C -6.325 5.653 7.948 -0.351
O -5.496 4.510 7.722 -0.298
S -3.978 4.863 8.154 1.048
O -3.759 4.371 9.470 -0.552
O -3.116 4.549 7.062 -0.412
O -4.148 6.468 8.236 -0.325
H -5.296 7.035 6.632 0.269
H -5.783 7.749 8.189 0.321
H -7.187 5.642 7.283 0.321
H -6.666 5.623 8.986 0.314
C 2.772 -4.020 3.052 0.241
C 3.576 -3.844 1.777 -0.267
O 4.417 -4.998 1.708 -0.353
S 3.644 -6.255 2.372 1.074
O 3.043 -7.015 1.329 -0.544
O 4.493 -6.835 3.355 -0.545
O 2.480 -5.418 3.121 -0.307
H 3.363 -3.751 3.932 0.197
H 1.848 -3.437 3.046 -0.049
H 4.174 -2.933 1.783 0.220
H 2.927 -3.846 0.896 0.393
C 7.043 0.231 -9.407 -0.349
C 6.509 -0.472 -10.643 -0.337
O 5.135 -0.737 -10.354 -0.336
S 4.555 0.441 -9.405 1.217
O 3.877 1.386 -10.227 -0.606
O 3.948 -0.158 -8.264 -0.419
O 5.984 1.082 -8.971 -0.342
H 7.258 -0.483 -8.608 0.270
H 7.938 0.816 -9.620 0.307
H 7.041 -1.397 -10.858 0.309
H 6.550 0.183 -11.518 0.295
C -2.573 -3.971 3.666 -0.381
C -2.950 -2.983 4.754 -0.310
O -1.717 -2.360 5.128 -0.336
S -0.753 -2.276 3.832 0.800
O -0.875 -0.972 3.266 -0.173
O 0.505 -2.851 4.167 -0.579
O -1.563 -3.311 2.896 -0.316
H -2.139 -4.880 4.089 0.288
H -3.422 -4.234 3.036 0.341
H -3.414 -3.467 5.613 0.366
H -3.619 -2.207 4.370 0.237
C -1.649 -5.297 -7.477 -0.350
C -3.038 -4.686 -7.403 -0.351
O -2.845 -3.404 -6.804 -0.321
S -1.393 -2.828 -7.240 1.206
O -1.575 -1.941 -8.337 -0.569
O -0.682 -2.459 -6.067 -0.495
O -0.779 -4.213 -7.806 -0.322
H -1.342 -5.698 -6.507 0.276
H -1.583 -6.081 -8.230 0.312
H -3.727 -5.287 -6.812 0.311
H -3.456 -4.532 -8.402 0.303
```

* total energy: -185354.1753 eV
* E_HOMO: -10.6 eV
* LUMO energy: -0.1688 hartree
* orbital gap: 6.05 eV
* total charge: +1